31
Properties=species:S:1:pos:R:3:forces:R:3 method="wB97M-V/def2-TZVPD" homo_ha=-0.3574 smiles="NC(=O)CC[C@H](NC(=O)[C@@H](N)CO)C(=O)O" gap_ev=9.970 energy_ha=-854.27899 largest_force_ev_per_a=3.52
N -1.513 -2.377 -0.709 -2.143 -0.782 0.445
C -1.420 -1.699 0.476 2.280 1.160 2.358
O -1.926 -0.624 0.674 -1.487 0.280 -0.517
C -0.554 -2.227 1.632 -1.368 -1.293 1.086
C 0.775 -1.605 1.870 0.428 2.861 -0.677
C 0.779 0.026 1.772 1.765 -1.101 2.001
N 0.273 0.747 0.654 -2.438 -0.069 1.678
C 0.653 1.096 -0.551 -0.970 1.914 -0.670
O 1.813 1.166 -0.927 0.953 -0.806 -0.682
C -0.526 1.746 -1.417 0.393 -0.404 1.157
N -0.007 2.868 -2.180 -1.096 1.762 2.309
C -1.040 0.731 -2.394 -3.392 0.177 -0.905
O -1.873 1.398 -3.490 1.378 -1.944 2.427
C 2.213 0.288 2.245 -1.924 -0.832 -0.031
O 2.380 -0.080 3.384 1.531 0.856 -0.010
O 3.097 0.741 1.417 1.711 0.701 -1.528
H -1.069 -3.284 -0.628 -0.140 -0.118 -0.199
H -2.560 -2.494 -0.698 1.149 -0.121 -1.339
H -0.397 -3.281 1.491 0.107 -0.763 -0.065
H -1.200 -2.174 2.578 0.779 0.240 -1.355
H 1.340 -1.846 2.772 -1.209 0.047 0.497
H 1.553 -1.869 1.195 0.232 -0.653 -1.565
H 0.246 0.435 2.636 -0.323 -0.416 -0.229
H -0.664 1.052 0.964 0.653 -0.439 -1.297
H -1.309 2.024 -0.718 -0.150 0.348 -0.057
H 0.236 3.634 -1.480 -0.490 -1.100 -1.373
H 0.860 2.510 -2.431 2.379 -0.300 -1.073
H -0.171 0.320 -2.813 1.052 -1.115 -1.117
H -1.723 -0.046 -1.986 0.875 0.591 -0.008
H -1.155 1.954 -3.744 0.231 1.569 -1.111
H 2.888 0.869 0.408 -0.767 -0.250 1.850



95
Properties=species:S:1:pos:R:3:forces:R:3 method="wB97M-V/def2-TZVPD" homo_ha=-0.4868 total_charge=+2 gap_ev=8.156 energy_ha=-4899.63554 largest_force_ev_per_a=1.11
Y -0.546 -0.165 0.226 0.661 -0.862 0.238
C 2.077 -3.306 3.787 -0.050 0.022 0.063
C 2.500 -2.996 2.504 -0.025 0.075 -0.015
C 2.310 -1.710 2.010 0.077 -0.057 -0.030
C 1.700 -0.730 2.793 0.170 0.021 0.189
C 1.283 -1.053 4.088 -0.005 0.044 -0.028
C 1.471 -2.333 4.580 0.028 -0.057 -0.040
P 1.405 0.904 2.053 -0.560 -0.250 -0.282
C 2.708 2.026 2.567 0.029 0.037 -0.026
C 3.810 1.577 3.285 0.073 0.029 0.033
C 4.797 2.479 3.663 -0.021 -0.019 -0.016
C 4.681 3.819 3.326 -0.030 0.014 -0.012
C 3.578 4.268 2.606 0.024 -0.049 0.015
C 2.594 3.374 2.221 0.034 0.028 0.018
C -0.181 1.419 2.794 -0.001 0.052 -0.108
C -0.284 2.195 3.946 -0.032 0.028 0.043
C -1.542 2.471 4.463 0.013 0.002 0.009
C -2.680 1.973 3.835 0.076 0.000 -0.027
C -2.562 1.210 2.680 0.039 0.079 0.040
C -1.314 0.916 2.113 -0.251 0.174 0.185
H 2.227 -4.303 4.181 -0.002 0.003 0.000
H 2.990 -3.745 1.895 0.005 0.004 -0.005
H 2.660 -1.463 1.012 -0.011 0.001 0.003
H 0.796 -0.304 4.703 0.020 -0.003 -0.011
H 1.151 -2.576 5.585 0.001 -0.001 0.002
H 3.904 0.532 3.556 -0.008 0.014 -0.002
H 5.654 2.132 4.224 0.001 0.003 0.001
H 5.449 4.518 3.627 -0.001 0.001 -0.004
H 3.487 5.315 2.349 0.001 0.004 0.004
H 1.732 3.728 1.667 0.013 -0.014 0.025
H 0.603 2.583 4.434 -0.006 -0.011 -0.014
H -1.637 3.073 5.357 -0.001 -0.001 -0.003
H -3.657 2.192 4.246 0.001 0.000 0.002
H -3.475 0.858 2.209 0.001 -0.019 0.011
C -0.622 0.499 -5.651 -0.017 0.085 -0.221
Si -0.411 -0.381 -4.046 -0.020 0.129 0.138
C -1.731 -1.658 -3.791 -0.182 -0.148 0.043
C 1.289 -1.111 -3.866 0.200 -0.079 0.018
As -0.641 1.154 -2.252 0.095 0.310 -0.239
Si 1.001 2.892 -2.397 -0.177 -0.183 -0.023
C 0.942 3.608 -4.097 -0.012 0.120 -0.198
C 0.581 4.112 -1.072 -0.084 0.148 0.173
C 2.609 2.047 -2.040 0.184 -0.122 0.090
Si -2.886 1.927 -2.137 0.285 -0.028 0.048
C -3.555 2.198 -3.833 -0.145 -0.018 -0.203
C -3.725 0.522 -1.239 -0.075 -0.194 0.128
C -2.912 3.437 -1.074 0.010 0.194 0.123
H -0.553 -0.219 -6.473 0.000 0.029 -0.007
H 0.152 1.252 -5.799 -0.011 0.007 -0.037
H -1.594 0.988 -5.715 0.004 -0.002 -0.030
H -1.572 -2.497 -4.475 -0.019 0.007 0.006
H -2.720 -1.248 -4.009 -0.005 -0.031 0.027
H -1.738 -2.047 -2.770 -0.014 -0.036 -0.015
H 1.337 -2.082 -4.366 0.025 0.020 -0.010
H 1.582 -1.249 -2.822 0.010 -0.045 -0.004
H 2.039 -0.468 -4.331 0.013 -0.018 0.018
H -0.084 3.778 -4.428 0.019 0.031 -0.027
H 1.433 2.949 -4.814 -0.019 0.026 -0.030
H 1.463 4.569 -4.119 0.010 -0.021 -0.010
H -0.243 4.765 -1.363 0.009 0.004 0.024
H 1.455 4.741 -0.880 -0.023 0.012 0.002
H 0.307 3.619 -0.136 0.007 0.027 0.003
H 2.864 1.320 -2.813 0.023 -0.015 0.029
H 2.585 1.537 -1.072 0.036 0.016 -0.024
H 3.413 2.787 -2.000 0.000 -0.017 -0.016
H -3.727 1.250 -4.347 0.001 0.032 -0.044
H -2.867 2.796 -4.433 -0.031 0.020 -0.011
H -4.509 2.730 -3.786 0.003 -0.022 -0.009
H -3.678 -0.418 -1.792 -0.022 -0.015 -0.015
H -4.778 0.760 -1.066 0.002 -0.065 0.010
H -3.294 0.364 -0.238 -0.042 0.054 0.030
H -2.577 4.322 -1.617 -0.010 0.007 0.014
H -2.287 3.324 -0.185 -0.037 0.006 0.017
H -3.936 3.620 -0.737 0.012 0.030 -0.017
C -2.414 -4.605 1.537 0.070 -0.028 -0.018
N -1.330 -3.646 1.323 0.159 -0.092 0.048
C -1.407 -2.430 2.100 -0.027 -0.066 -0.124
C -0.566 -3.642 0.203 -0.048 0.247 0.094
N -0.194 -2.464 -0.290 -0.141 0.692 -0.021
N -0.226 -4.809 -0.371 -0.037 -0.079 0.020
C 0.286 -4.825 -1.734 0.001 -0.012 -0.003
C 0.044 -6.015 0.416 -0.075 0.022 -0.033
H -3.350 -4.057 1.660 -0.008 -0.009 -0.006
H -2.246 -5.209 2.428 0.018 -0.004 0.009
H -2.515 -5.256 0.675 0.020 -0.047 -0.040
H -1.798 -2.649 3.092 -0.063 0.010 -0.021
H -2.099 -1.691 1.654 -0.040 -0.031 0.062
H -0.412 -2.004 2.250 -0.045 -0.015 -0.014
H 0.511 -2.567 -1.013 -0.033 -0.147 -0.004
H -0.251 -4.103 -2.348 0.001 -0.008 0.000
H 0.119 -5.813 -2.156 -0.001 -0.009 0.017
H 1.360 -4.616 -1.773 0.021 0.003 0.000
H -0.010 -5.794 1.477 -0.029 0.029 0.037
H 1.054 -6.358 0.190 0.005 -0.004 -0.002
H -0.655 -6.815 0.175 -0.016 0.002 -0.011



13
Properties=species:S:1:pos:R:3:forces:R:3 method="wB97M-V/def2-TZVPD" homo_ha=-0.3544 gap_ev=10.335 energy_ha=-286.54954 largest_force_ev_per_a=0.71
C -1.399 0.718 -0.648 0.285 -0.210 -0.057
C 0.668 -0.164 0.749 -0.425 0.191 0.010
C 0.617 -1.588 0.272 0.167 0.605 -0.073
C -0.030 0.073 -0.632 -0.010 0.249 0.302
O 1.933 0.376 0.986 0.353 0.053 0.026
N -0.028 -1.398 -0.812 -0.232 -0.593 -0.322
H 1.852 1.323 1.140 -0.023 -0.082 0.035
H -0.017 0.016 1.592 0.052 0.029 -0.084
H 0.981 -2.515 0.678 0.032 -0.371 0.086
H 0.640 0.536 -1.359 0.050 0.004 0.079
H -1.843 0.606 -1.633 -0.112 0.038 -0.084
H -1.322 1.778 -0.413 -0.040 0.103 0.009
H -2.051 0.238 0.079 -0.097 -0.017 0.073